(1)
Computed, not measured: C52H118LiN11O18 as an isolated structure in a non-equilibrium geometry, with ωB97M-V/def2-TZVPD.

Properties
HOMO-LUMO gap: 0.2203 hartree
E_LUMO: 3.2633 eV
Charge: -2
Spin multiplicity: 1
E: -4016.18697 Ha

The geometry in XYZ format:
```
200
Properties=species:S:1:pos:R:3:mulliken_charge:R:1
N 17.352 14.196 16.492 2.183
H 18.057 13.616 15.877 -0.058
H 17.734 14.384 17.400 -0.119
H 16.438 13.768 16.513 0.184
H 17.285 15.098 15.983 0.019
Li 18.664 16.499 14.066 1.095
C 20.496 11.243 14.311 -0.739
C 19.677 12.306 14.521 1.406
C 19.940 13.676 13.908 0.038
O 19.078 14.650 14.121 -0.373
C 21.140 13.736 13.265 -0.804
C 22.138 12.687 12.949 0.174
C 21.559 11.267 13.432 -0.054
O 22.038 10.273 12.915 -0.847
O 23.250 12.748 12.460 -0.702
O 18.782 12.324 15.544 -1.230
H 20.365 10.306 14.793 0.430
H 21.326 14.719 12.728 0.161
C 19.646 19.301 16.792 -1.315
C 19.332 19.456 18.163 0.523
C 17.929 18.792 18.680 0.395
O 17.592 18.947 19.829 -0.667
C 17.283 17.965 17.715 0.033
C 17.752 17.725 16.441 -0.393
C 19.046 18.379 16.009 1.070
O 19.431 17.921 14.846 -1.048
O 17.169 17.006 15.546 -0.913
O 20.070 20.083 18.920 -0.730
H 20.586 19.716 16.545 0.388
H 16.398 17.446 18.052 0.225
C 10.771 21.250 16.067 -1.220
C 11.608 20.634 14.872 0.316
C 12.852 19.819 15.314 0.284
O 13.552 20.482 16.335 -0.441
C 14.705 19.769 16.820 -0.493
N 10.832 19.791 13.924 -0.642
H 10.298 20.432 16.658 0.206
H 10.011 21.899 15.596 0.416
H 11.352 21.941 16.694 0.312
H 11.866 21.511 14.235 0.166
H 13.467 19.736 14.386 0.252
H 12.572 18.852 15.622 -0.310
H 15.360 20.410 17.408 0.343
H 15.402 19.490 16.009 0.251
H 14.413 18.879 17.371 0.168
H 9.847 20.079 13.829 0.269
H 10.678 18.900 14.366 0.160
C 10.843 14.190 13.496 -1.069
C 11.620 15.321 14.140 0.441
C 10.988 15.715 15.519 -0.035
O 9.672 16.193 15.314 -0.435
C 8.872 16.072 16.466 -0.916
N 13.012 14.996 14.364 0.812
H 11.072 13.203 13.960 0.142
H 11.073 14.186 12.416 0.056
H 9.770 14.387 13.660 0.427
H 11.498 16.167 13.451 0.349
H 11.663 16.409 16.038 0.134
H 11.007 14.770 16.094 0.150
H 9.470 16.359 17.353 0.343
H 8.673 15.042 16.709 0.320
H 8.014 16.715 16.538 0.334
H 13.396 14.338 13.693 -0.507
H 13.628 15.776 14.536 -0.213
C 20.142 13.111 19.589 -1.892
C 20.048 14.598 19.241 0.524
C 20.671 15.011 17.944 0.035
O 22.093 15.041 18.186 -0.508
C 22.678 15.046 16.909 -0.540
N 18.640 14.944 19.365 0.029
H 19.488 12.575 18.896 0.326
H 19.712 12.860 20.539 0.467
H 21.192 12.776 19.513 0.399
H 20.656 15.201 19.933 0.429
H 20.375 16.003 17.717 0.366
H 20.462 14.349 17.175 -0.165
H 23.743 15.021 17.043 0.387
H 22.298 15.888 16.272 0.233
H 22.482 14.090 16.417 0.183
H 18.512 15.967 19.190 -0.440
H 18.328 14.813 20.315 -0.166
C 17.352 8.732 21.832 -1.746
C 17.969 10.032 21.247 2.124
C 17.341 11.217 21.997 -0.554
O 15.957 11.479 21.578 -0.548
C 15.829 12.183 20.363 0.629
N 19.438 10.008 21.477 -0.630
H 17.665 7.933 21.127 0.413
H 16.254 8.781 21.879 0.312
H 17.719 8.552 22.842 0.464
H 17.712 10.153 20.169 -0.876
H 17.834 12.173 21.958 -0.107
H 17.360 11.007 23.076 0.261
H 16.492 13.046 20.302 -0.190
H 14.761 12.437 20.280 -0.146
H 16.086 11.577 19.517 0.084
H 19.964 10.474 20.785 0.238
H 19.788 9.096 21.618 0.258
C 16.809 9.879 13.551 -1.050
C 16.351 9.741 15.060 0.663
C 17.569 9.212 15.832 -1.085
O 17.396 8.903 17.183 -0.419
C 18.622 8.862 17.903 -0.369
N 16.073 11.078 15.607 0.924
H 16.938 8.865 13.121 0.629
H 17.854 10.233 13.405 0.174
H 16.118 10.376 12.931 -0.279
H 15.526 9.042 15.100 0.332
H 18.324 9.986 15.666 0.040
H 17.851 8.308 15.339 0.732
H 19.392 8.277 17.382 0.435
H 18.512 8.539 18.946 0.009
H 19.102 9.881 17.894 0.115
H 16.822 11.672 15.211 -0.538
H 16.325 11.133 16.618 -0.399
C 18.926 8.458 9.951 -1.218
C 20.244 9.178 10.194 0.135
C 20.070 10.535 10.812 0.279
O 19.321 11.320 9.960 -0.495
C 18.956 12.547 10.490 -0.148
N 21.100 8.350 11.021 -0.854
H 18.381 8.930 9.117 0.333
H 18.300 8.370 10.886 0.102
H 19.176 7.425 9.650 0.427
H 20.653 9.293 9.237 0.372
H 21.046 11.096 11.086 0.228
H 19.588 10.291 11.794 -0.351
H 19.793 13.220 10.337 0.333
H 18.677 12.515 11.513 -0.067
H 18.107 12.860 9.847 0.179
H 21.512 8.922 11.753 0.532
H 20.452 7.733 11.500 0.281
C 15.624 15.966 12.801 -0.582
C 16.798 15.949 11.848 1.935
C 16.452 15.938 10.329 -0.664
O 17.620 16.104 9.507 -0.270
C 17.363 16.620 8.220 -0.779
N 17.806 16.953 12.173 -0.370
H 15.001 16.846 13.023 0.317
H 15.957 15.620 13.780 0.130
H 14.934 15.173 12.530 -0.239
H 17.307 14.972 12.067 -1.278
H 15.696 16.741 10.090 0.423
H 15.972 14.976 10.127 0.110
H 16.388 16.244 7.925 0.311
H 18.133 16.245 7.498 0.215
H 17.422 17.736 8.139 0.247
H 17.333 17.807 12.260 0.282
H 18.369 17.003 11.312 0.231
C 12.960 13.868 18.601 -0.974
C 13.316 12.606 17.796 0.453
C 12.006 12.140 17.139 0.148
O 12.145 11.044 16.200 -0.278
C 12.657 9.837 16.721 -0.718
N 14.360 12.910 16.830 0.320
H 11.981 13.631 19.069 0.492
H 12.849 14.738 17.946 0.078
H 13.746 14.168 19.313 -0.154
H 13.685 11.881 18.548 0.223
H 11.706 12.959 16.467 -1.217
H 11.206 11.884 17.906 0.570
H 11.908 9.523 17.444 0.383
H 13.693 9.897 17.031 0.149
H 12.598 9.026 15.952 0.234
H 13.924 13.604 16.201 -0.100
H 14.640 12.153 16.170 -0.031
C 11.459 12.769 9.445 -1.656
C 12.759 13.530 9.752 0.753
C 13.745 12.704 10.492 -0.227
O 13.435 12.618 11.843 0.042
C 14.325 11.742 12.536 -1.393
N 13.400 14.133 8.536 -0.578
H 10.748 13.384 8.874 0.409
H 10.915 12.369 10.315 0.291
H 11.578 11.880 8.775 0.400
H 12.442 14.362 10.394 -0.025
H 14.710 13.191 10.345 -0.200
H 13.749 11.729 10.010 0.375
H 15.321 12.055 12.306 0.497
H 14.196 10.704 12.108 0.432
H 14.073 11.758 13.544 0.244
H 12.653 14.666 8.077 0.275
H 13.709 13.345 7.928 0.272
C 17.830 16.858 22.712 -1.139
C 16.600 15.891 22.781 -0.551
C 15.770 16.104 21.559 0.725
O 14.950 17.232 21.799 -0.504
C 14.586 17.980 20.592 -0.074
N 17.267 14.557 22.708 -0.388
H 17.465 17.887 22.752 0.384
H 18.251 16.754 21.692 0.069
H 18.545 16.612 23.504 0.440
H 16.011 16.043 23.651 0.513
H 15.181 15.236 21.444 0.215
H 16.331 16.232 20.636 -0.328
H 13.656 17.635 20.083 0.196
H 15.372 17.898 19.852 -0.277
H 14.615 18.989 20.963 0.417
H 17.845 14.408 23.537 0.251
H 16.536 13.833 22.695 0.210
```

=====

(2)
Computed, not measured: one molecule with the formula C6H9N in a non-equilibrium geometry, with ωB97M-V/def2-TZVPD.

Properties
HOMO-LUMO gap: 0.4370 hartree
E_LUMO: 0.8333 eV
ΔE to the lowest compared entry with this formula, charge and spin: 22.8 kcal/mol
Spin multiplicity: 1
E: -288.74578 Ha

The geometry in XYZ format:
```
16
Properties=species:S:1:pos:R:3:nbo_charge:R:1
C 1.245 1.219 0.198 -0.585
C 0.517 -0.101 -0.046 -0.163
C -0.534 -0.473 1.046 -0.377
C -1.672 -0.311 0.012 -0.407
C -0.634 -0.021 -1.095 -0.377
C 1.479 -1.174 -0.317 0.298
N 2.230 -2.031 -0.526 -0.335
H 1.837 1.506 -0.677 0.222
H 1.915 1.144 1.061 0.222
H 0.514 2.011 0.395 0.212
H -0.553 0.232 1.884 0.212
H -0.425 -1.484 1.444 0.223
H -2.274 -1.208 -0.148 0.214
H -2.354 0.516 0.218 0.208
H -0.579 -0.786 -1.872 0.223
H -0.713 0.960 -1.576 0.212
```

=====

(3)
Computed, not measured: C41H31AsBrCsN2O4 as an isolated structure, with ωB97M-V/def2-TZVPD.

Properties
HOMO-LUMO gap: 0.2157 hartree
E_LUMO: 3.9171 eV
ΔE to the lowest compared entry with this formula, charge and spin: 8.3 kcal/mol
Charge: -2
Spin multiplicity: 1
E: -6821.51096 Ha

The geometry in XYZ format:
```
81
Properties=species:S:1:pos:R:3:mulliken_charge:R:1
Cs 2.551 -1.558 -1.257 1.000
O 4.448 0.481 -2.310 -0.872
C 5.120 1.146 -1.461 0.015
C 6.552 1.171 -1.444 -0.747
C 7.257 1.862 -0.485 -0.298
C 6.610 2.587 0.523 -0.788
C 5.224 2.596 0.533 0.091
C 4.481 1.911 -0.423 0.506
C 3.013 2.010 -0.499 -0.148
N 2.120 1.889 0.397 0.146
C 2.451 1.483 1.755 -1.183
C 1.529 0.349 2.198 0.459
N 2.133 -0.957 1.934 -0.449
C 1.378 -1.979 1.940 -1.482
C -0.096 -2.025 2.115 1.518
C -0.645 -2.679 3.209 -0.376
C -2.019 -2.770 3.394 -0.765
C -2.848 -2.221 2.417 -0.878
C -2.330 -1.605 1.295 -0.315
C -0.926 -1.475 1.083 0.117
O -0.429 -0.927 0.037 -0.562
H 7.066 0.611 -2.218 0.384
H 8.343 1.843 -0.512 0.323
H 7.177 3.132 1.268 0.362
H 4.690 3.169 1.285 0.363
H 2.634 2.206 -1.505 -0.063
H 2.299 2.352 2.406 0.195
H 3.492 1.160 1.864 0.609
H 0.568 0.452 1.690 -0.301
H 1.350 0.414 3.277 0.333
H 1.879 -2.938 1.770 0.618
H 0.029 -3.127 3.935 0.415
H -2.435 -3.281 4.253 0.396
H -3.927 -2.298 2.527 0.380
H -2.984 -1.221 0.522 0.267
C -0.905 5.313 -4.065 -0.393
C 0.234 4.527 -4.102 -0.721
C 0.305 3.365 -3.334 -0.414
C -0.755 2.980 -2.521 0.409
C -1.897 3.782 -2.497 -0.161
C -1.976 4.936 -3.259 -0.704
As -0.539 1.293 -1.460 0.045
C -2.298 0.598 -1.957 0.453
C -2.609 -0.134 -3.093 -0.908
C -3.907 -0.586 -3.293 -0.658
C -4.892 -0.315 -2.350 -0.766
C -4.585 0.409 -1.208 -0.487
C -3.286 0.868 -1.007 0.295
C -2.815 1.646 0.155 1.065
C -3.603 2.042 1.232 -0.602
C -3.046 2.797 2.252 -0.905
C -1.705 3.161 2.199 -0.750
C -0.912 2.760 1.132 -0.636
C -1.463 1.997 0.114 0.727
H -0.963 6.217 -4.660 0.352
H 1.074 4.810 -4.725 0.389
H 1.198 2.751 -3.376 0.292
H -2.734 3.500 -1.867 0.268
H -2.872 5.545 -3.225 0.378
H -1.839 -0.366 -3.819 0.408
H -4.148 -1.164 -4.178 0.367
H -5.901 -0.680 -2.502 0.370
H -5.355 0.603 -0.470 0.372
H -4.645 1.751 1.286 0.318
H -3.656 3.093 3.098 0.365
H -1.274 3.749 3.001 0.384
H 0.139 3.016 1.086 0.516
Br -2.864 -6.682 3.282 -0.266
C -1.561 -6.064 2.029 0.233
C -0.237 -6.426 2.208 -0.543
C 0.707 -5.953 1.307 -0.277
C 0.333 -5.152 0.235 0.132
C -1.003 -4.802 0.087 -0.070
C -1.961 -5.247 0.988 -0.325
C 1.386 -4.607 -0.733 0.242
O 2.571 -4.637 -0.323 -0.775
O 0.965 -4.143 -1.814 -0.745
H 0.049 -7.052 3.043 0.397
H 1.758 -6.182 1.427 0.414
H -1.275 -4.148 -0.731 0.259
H -2.992 -4.936 0.897 0.382
```

=====

(4)
Computed, not measured: a 3-piece molecular cluster, C23H25F5NO12P overall, with ωB97M-V/def2-TZVPD.

Properties
HOMO-LUMO gap: 0.2805 hartree
E_LUMO: -1.6045 eV
Spin multiplicity: 1
E: -2689.76827 Ha

The geometry in XYZ format:
```
67
Properties=species:S:1:pos:R:3:nbo_charge:R:1
C -3.036 -0.785 2.967 -0.606
C -3.833 -1.476 1.865 -0.540
C -4.254 -0.543 0.756 0.815
O -4.324 0.637 0.862 -0.545
O -4.722 -1.149 -0.382 -0.539
C -3.880 -2.045 -1.102 -0.080
C -3.324 -1.361 -2.328 -0.091
O -2.435 -0.299 -1.917 -0.538
C -1.149 -0.428 -2.287 0.931
O -0.785 -0.496 -3.418 -0.546
N -0.274 -0.430 -1.152 -0.817
P 0.422 1.101 -0.568 0.988
C -1.077 1.797 0.249 -0.959
C 0.557 2.175 -2.066 -0.745
C 2.018 2.515 -2.421 -0.612
C 0.533 -1.588 -1.067 0.765
F -0.274 -2.667 -1.327 -0.341
F 0.980 -1.724 0.186 -0.299
C 1.783 -1.713 -2.036 0.908
F 1.992 -0.560 -2.678 -0.310
F 1.590 -2.667 -2.946 -0.300
F 2.886 -2.005 -1.344 -0.303
H -3.501 0.160 3.249 0.231
H -3.003 -1.423 3.854 0.202
H -2.009 -0.594 2.645 0.215
H -4.759 -1.907 2.265 0.238
H -3.264 -2.321 1.472 0.233
H -4.487 -2.899 -1.418 0.199
H -3.064 -2.424 -0.480 0.185
H -4.131 -0.901 -2.901 0.209
H -2.784 -2.077 -2.953 0.204
H -0.930 1.805 1.329 0.239
H -1.248 2.817 -0.101 0.232
H -1.967 1.220 0.004 0.262
H 0.033 3.097 -1.800 0.226
H 0.033 1.771 -2.934 0.244
H 2.431 1.823 -3.155 0.216
H 2.071 3.524 -2.840 0.207
H 2.639 2.512 -1.523 0.220
C -1.152 -6.811 2.287 -0.387
C -1.509 -6.745 3.578 0.323
C -1.822 -5.433 4.268 0.485
O -2.150 -5.501 5.439 -0.541
C -1.713 -4.204 3.512 -0.395
C -1.351 -4.271 2.223 0.332
C -1.059 -5.584 1.526 0.472
O -0.765 -5.515 0.347 -0.537
O -1.221 -3.213 1.437 -0.646
O -1.628 -7.799 4.368 -0.622
H -0.932 -7.744 1.787 0.246
H -1.923 -3.269 4.014 0.242
H -0.932 -3.548 0.561 0.520
H -1.904 -7.453 5.242 0.510
C 6.365 6.100 -0.907 -0.399
C 5.627 5.117 -0.371 0.337
C 4.113 5.145 -0.375 0.477
O 3.553 4.185 0.127 -0.550
C 3.436 6.277 -0.965 -0.404
C 4.173 7.261 -1.501 0.340
C 5.689 7.226 -1.510 0.474
O 6.246 8.173 -2.037 -0.541
O 3.667 8.342 -2.068 -0.623
O 6.134 4.039 0.204 -0.623
H 7.446 6.086 -0.910 0.247
H 2.355 6.294 -0.956 0.245
H 4.433 8.873 -2.369 0.510
H 5.371 3.499 0.493 0.511
```

=====

(5)
Computed, not measured: one molecule with the formula C3H4N2O in a non-equilibrium geometry, with ωB97M-V/def2-TZVPD.

Properties
HOMO-LUMO gap: 0.3614 hartree
E_LUMO: 0.8939 eV
ΔE to the lowest compared entry with this formula, charge and spin: 81.9 kcal/mol
Spin multiplicity: 1
E: -301.35666 Ha

The geometry in XYZ format:
```
10
Properties=species:S:1:pos:R:3:nbo_charge:R:1
O 1.388 1.533 -0.456 -0.651
C 0.426 0.626 -0.179 0.251
C 0.157 -0.085 1.013 -0.360
N -1.001 -0.790 0.633 -0.291
N -1.389 -0.662 -0.603 -0.198
C -0.536 0.231 -1.117 -0.144
H 1.911 1.694 0.341 0.491
H 0.496 -1.161 1.088 0.278
H -1.530 -1.304 1.319 0.407
H -0.633 0.529 -2.147 0.218
```

=====

Q: Which of these has the lowest HOMO-LUMO gap?
A: C41H31AsBrCsN2O4

=====

Q: The lowest HOMO-LUMO gap belongs to which entry?
A: C41H31AsBrCsN2O4